C21H42BCl4F4NO4S | ωB97M-V with the def2-TZVPD basis set

Structure (XYZ):
```
78
Properties=species:S:1:pos:R:3:forces:R:3
C -2.32160 -2.78290 5.28329 0.3 -0.7 0.2
C -2.81062 -1.91587 4.13771 -0.2 0.6 1.0
C -2.39692 -2.31489 2.73612 0.8 -0.9 0.1
C -2.64989 -1.18543 1.75515 -0.3 -1.3 -0.8
N -2.87421 -1.74825 0.34805 0.1 1.1 -0.9
C -3.29126 -0.56729 -0.54552 -0.2 1.4 1.2
C -4.75689 -0.70856 -0.86873 0.4 -0.1 -1.5
C -5.00482 -2.18508 -0.76787 -1.7 -1.1 -0.6
C -4.04267 -2.75897 0.23411 0.9 0.3 1.1
C -1.59009 -2.24522 -0.21515 0.2 -0.8 -0.3
H -2.86959 -3.72989 5.28809 0.6 -0.3 -0.1
H -2.43179 -2.41484 6.30664 -0.6 0.6 -0.3
H -1.23278 -2.89196 5.24046 -0.1 -0.5 -0.4
H -2.45056 -0.91149 4.38749 -0.2 0.1 -0.5
H -3.90540 -1.89581 4.15312 0.0 0.3 0.1
H -2.83717 -3.27406 2.43237 -0.7 0.3 0.1
H -1.35655 -2.66186 2.68118 0.3 0.8 0.3
H -1.78282 -0.53252 1.69008 -0.2 0.3 -0.1
H -3.56161 -0.61820 1.93090 0.1 0.0 0.5
H -2.60662 -0.43307 -1.37572 -0.1 -0.4 -0.1
H -3.20342 0.33788 0.05548 0.6 -0.1 -0.1
H -4.87760 -0.44230 -1.92134 -0.2 0.3 0.1
H -5.42098 -0.06850 -0.29320 0.1 -0.2 0.3
H -4.95815 -2.68709 -1.73892 0.7 0.2 0.0
H -6.06161 -2.38153 -0.55374 0.2 -0.1 0.7
H -3.63047 -3.74039 0.01300 0.0 0.1 -0.3
H -4.43954 -2.83849 1.24574 -0.3 0.2 -0.1
H -1.21280 -3.09796 0.34842 -0.2 0.0 0.1
H -0.81579 -1.48089 -0.25045 -0.3 0.2 0.1
H -1.79140 -2.55739 -1.23933 0.1 -0.1 0.0
B 0.33077 0.87863 -0.90496 -0.2 0.7 -0.2
F 0.39865 -0.31166 -1.66484 -0.1 0.4 0.1
F 0.76397 2.02412 -1.58609 0.2 -0.4 -0.2
F -1.02945 1.13356 -0.54627 -0.1 -0.4 0.0
F 1.07684 0.73043 0.26388 -0.1 -0.4 0.3
C 4.85292 2.20444 -0.09679 0.4 2.0 -0.2
C 5.88921 1.98946 1.02155 -0.6 -0.9 0.1
C 5.44632 2.76062 2.27373 0.7 -0.3 -0.1
S 3.65225 2.80714 2.26204 -0.4 -0.5 0.1
O 3.19206 4.17829 2.37880 0.2 -0.4 0.0
O 3.11082 1.80811 3.18263 0.5 0.8 -0.7
C 3.48386 2.22494 0.55562 -0.5 -1.1 0.5
H 4.86470 1.52909 -0.94905 0.2 -0.4 0.3
H 5.12078 3.18370 -0.51519 -0.5 0.0 -0.1
H 6.90226 2.32696 0.81335 0.0 -0.2 -0.5
H 5.89301 0.91370 1.22102 0.3 0.1 0.3
H 5.86843 3.76448 2.26433 -0.4 0.2 -0.1
H 5.85461 2.25137 3.14509 -0.5 0.1 0.3
H 2.60355 2.66103 0.08708 0.5 0.7 -0.2
H 3.13113 1.19721 0.65528 0.2 -0.1 0.3
O 4.02168 -1.34775 -5.13878 0.4 0.0 -0.1
C 3.82568 -1.91823 -4.11084 -0.8 0.0 -0.2
O 3.75235 -1.25761 -2.92978 0.2 0.2 0.5
C 3.21256 -2.12346 -1.92631 0.5 -1.4 -0.4
C 3.60689 -3.51892 -2.41895 -0.8 -0.9 0.4
C 3.46132 -3.41041 -3.92770 0.9 1.5 -0.1
H 2.13410 -1.98901 -1.90027 0.0 0.2 0.2
H 3.68114 -2.06985 -0.94552 -0.1 1.1 0.0
H 3.01772 -4.27088 -1.88384 -0.3 0.0 -0.4
H 4.61888 -3.76819 -2.09623 0.2 0.3 -0.4
H 2.46646 -3.44810 -4.37250 -0.2 -0.4 0.4
H 4.15647 -3.93921 -4.57502 -0.1 -0.4 0.2
Cl -0.89317 0.72037 -4.91386 -0.1 0.4 0.5
C -1.38600 2.25895 -4.07508 0.3 -0.3 -0.6
C -2.62754 2.78697 -4.74762 -0.1 0.1 0.1
Cl -2.36206 3.25042 -6.45792 0.0 -0.1 0.1
H -0.56402 2.96520 -4.15659 0.1 -0.1 -0.1
H -1.54340 2.04426 -3.02042 -0.1 -0.1 0.0
H -2.96842 3.69921 -4.26104 0.0 -0.1 0.1
H -3.40427 2.02674 -4.74019 -0.1 0.1 0.0
Cl -1.19446 5.61966 2.88830 0.2 0.0 0.3
C -0.06995 4.24607 2.59527 -0.4 -0.1 -0.4
C -0.82839 3.17963 1.82917 0.6 -0.4 0.3
Cl -1.81168 2.15020 2.96266 -0.1 0.3 -0.3
H 0.34591 3.87137 3.52563 -0.2 0.1 0.1
H 0.76040 4.62921 2.00806 -0.1 0.0 -0.1
H -0.15067 2.47603 1.35177 0.0 0.1 0.0
H -1.47859 3.61456 1.07891 -0.2 -0.1 0.1
```
Forces are in eV/Å.

The value obtained for the LUMO energy is -0.2 eV. For the molecular weight, the calculation gives 633.25 g mol⁻¹. The value obtained for the total energy is -104615.26381 eV. Its HOMO-LUMO gap is 0.3565 Eh.



C21H42BFN3O9 | ωB97M-V with the def2-TZVPD basis set

Structure (XYZ):
```
77
Properties=species:S:1:pos:R:3:forces:R:3
N -0.80487 0.70546 2.91138 -0.5 1.1 0.3
C 0.16301 1.24403 1.89522 1.1 -0.7 0.0
B 0.24111 0.35362 0.49406 0.8 0.6 0.1
N 1.45806 0.98532 -0.27866 0.0 0.0 0.2
C 0.66724 -1.20640 0.78190 0.0 -0.7 0.2
C 2.06819 -1.39356 1.47785 -0.3 -1.4 0.4
C 1.95747 -1.66368 3.03566 0.6 -0.5 -1.2
F 2.71864 -0.68615 3.73977 -0.8 -0.5 0.1
C -1.06786 0.54743 -0.48607 -1.0 -0.7 0.6
C -2.37063 -0.28582 -0.10335 0.1 0.6 -1.4
C -3.39871 0.47866 0.80301 -0.3 -0.1 0.0
C -3.82723 -0.22459 2.14531 -1.0 1.0 0.3
N -3.62345 -1.68003 2.21090 -0.2 2.5 0.1
C -2.54544 -2.23198 2.85243 -1.1 -4.0 -1.1
C -2.69554 -3.66573 2.64024 -1.1 2.3 -0.5
C -3.92173 -3.83669 1.84599 0.4 1.0 0.2
C -4.50245 -2.53418 1.58204 2.7 -3.0 1.4
H -1.15442 1.52195 3.43057 0.1 -0.6 0.0
H -0.32285 0.14747 3.61937 0.1 0.3 -0.4
H -0.05776 2.30694 1.60781 -0.1 -0.7 0.5
H 1.18230 1.24430 2.39064 -0.7 0.3 -0.7
H 1.36621 1.99733 -0.16701 0.3 -0.2 -0.6
H 1.40657 0.71878 -1.26615 0.1 0.6 0.3
H -0.08341 -1.76268 1.42109 0.5 0.4 -0.7
H 0.71041 -1.75371 -0.20921 -0.1 0.4 0.8
H 2.80772 -0.58539 1.27458 -0.8 -0.3 0.2
H 2.51479 -2.34317 1.05928 -0.2 0.9 0.4
H 0.89163 -1.72215 3.36877 0.8 0.6 0.0
H 2.41454 -2.65958 3.29299 -0.3 1.0 -0.1
H -0.75719 0.20326 -1.51716 -0.3 0.5 0.8
H -1.35259 1.63981 -0.48190 0.3 -0.8 -0.5
H -2.06206 -1.29230 0.26354 -0.4 0.8 0.1
H -2.90192 -0.47635 -1.08296 0.3 -0.1 1.0
H -3.04978 1.51856 1.05487 0.0 -1.0 -0.2
H -4.34424 0.63727 0.20945 0.9 -0.2 0.5
H -3.38090 0.27949 3.03988 0.0 -0.8 -0.9
H -4.93800 -0.06037 2.26153 1.0 -0.2 -0.1
H -1.72130 -1.73359 3.38206 -1.0 0.2 -0.6
H -1.98249 -4.42174 3.01386 -0.7 0.5 -0.4
H -4.29924 -4.81317 1.48935 0.2 0.9 0.3
H -5.39924 -2.24485 1.01305 0.8 0.1 0.6
C -4.29310 -3.57112 -5.60352 -0.2 -0.1 -0.2
O -3.55441 -2.83481 -4.63363 0.1 0.0 0.0
C -2.23353 -3.06238 -4.66072 0.1 0.2 0.3
O -1.66222 -3.81064 -5.41422 -0.2 0.1 0.0
O -1.66707 -2.31791 -3.71174 -0.2 -0.1 -0.2
C -0.24729 -2.45753 -3.62173 0.5 0.1 0.2
H -5.34280 -3.30661 -5.48657 0.1 0.1 0.2
H -3.97738 -3.30415 -6.61298 0.1 -0.1 0.1
H -4.18419 -4.64373 -5.43828 0.1 0.1 -0.1
H 0.22935 -2.14445 -4.55177 -0.1 -0.2 0.0
H 0.02300 -3.48499 -3.37703 0.0 0.0 -0.2
H 0.09997 -1.80765 -2.81980 -0.3 0.0 0.0
C -0.88038 1.51004 -4.05189 -0.2 -0.1 0.4
O -0.29800 2.18099 -5.17637 0.2 0.1 -0.2
C 1.02787 2.05693 -5.26200 -0.3 0.0 0.1
O 1.73460 1.45008 -4.50159 0.0 0.1 -0.2
O 1.43909 2.72897 -6.35004 -0.1 0.0 0.0
C 2.84686 2.67987 -6.56497 0.3 0.0 -0.1
H -1.95529 1.67788 -4.08578 0.1 0.1 -0.2
H -0.69704 0.43693 -4.10680 0.1 0.1 0.1
H -0.49674 1.91871 -3.11748 0.1 -0.2 -0.1
H 3.17760 1.65214 -6.71983 0.0 0.0 0.2
H 3.38043 3.13269 -5.72854 0.0 -0.2 0.0
H 3.06163 3.25341 -7.46552 -0.3 0.0 0.0
C 5.21528 1.31000 3.96025 -0.2 -0.3 -0.3
O 5.55580 2.25851 4.97989 0.1 0.3 0.1
C 4.87116 3.40253 4.91986 0.1 -0.3 -0.1
O 4.02913 3.68491 4.11022 0.1 0.1 0.2
O 5.28862 4.18935 5.92648 0.0 0.0 0.0
C 4.63591 5.45436 5.98316 -0.1 0.3 0.1
H 5.83336 0.42699 4.11237 0.1 0.2 0.2
H 4.16980 1.01758 4.03858 0.1 0.1 -0.1
H 5.42790 1.71611 2.97089 -0.2 0.1 0.1
H 3.56430 5.32847 6.14198 0.0 0.0 -0.2
H 4.82435 6.02646 5.07386 -0.2 -0.1 0.0
H 5.05083 6.00025 6.82931 0.1 -0.2 0.0
```
Forces are in eV/Å.

The value obtained for the LUMO energy is 2.5 eV. For the molecular weight, the calculation gives 510.39 g mol⁻¹. The value obtained for the total energy is -48750.07402 eV. Its HOMO-LUMO gap is 0.2400 Eh. Its charge is -1.



C21H42BeNO24 | ωB97M-V with the def2-TZVPD basis set

Structure (XYZ):
```
89
Properties=species:S:1:pos:R:3:forces:R:3
Be -1.49338 3.24095 -0.45609 0.0 -0.4 0.3
N -0.49602 -0.86166 1.64263 -0.6 -2.1 1.4
O -1.44379 -0.16483 2.01085 -0.9 0.4 -0.2
O -0.54404 -2.08717 1.81627 -0.1 1.5 -0.4
O 0.45896 -0.29082 1.21897 1.6 0.6 -1.1
C 0.90187 0.24301 -7.80158 -1.1 -0.9 1.5
O 0.35149 0.75987 -6.56828 0.4 0.8 1.2
C 0.40532 0.11656 -5.39844 -0.1 -1.1 0.2
O 0.03175 0.61439 -4.37849 -0.2 0.4 0.6
O 0.84971 -1.15421 -5.49268 0.6 -0.2 -1.2
C 0.85894 -2.19580 -4.51162 -0.6 -0.1 0.9
H 1.98537 0.35570 -7.83931 -0.2 0.3 -0.2
H 0.28809 0.78360 -8.52209 0.7 -0.4 -0.4
H 0.63077 -0.80367 -7.66356 0.3 -0.2 -1.3
H -0.08755 -2.32385 -3.98639 -0.4 0.3 -0.4
H 1.57161 -2.10536 -3.69185 0.4 0.6 -0.4
H 1.06912 -3.13700 -5.01962 0.0 0.4 -0.3
C -5.91358 2.87177 4.35033 0.7 -1.3 0.9
O -6.71157 3.64122 3.49264 0.9 -0.4 -0.6
C -6.04160 4.32725 2.56109 0.8 1.7 1.1
O -4.81821 4.29809 2.33410 -3.3 0.0 -0.1
O -7.00312 5.21950 2.18270 1.5 -1.8 0.5
C -6.68329 6.35371 1.46178 0.2 0.8 -1.7
H -6.56117 2.57346 5.17479 0.1 0.1 -0.1
H -5.01407 3.36151 4.72335 -0.3 0.6 0.0
H -5.50514 1.96797 3.89820 -0.4 -0.1 -0.4
H -7.00667 7.22841 2.02608 -0.1 0.0 -0.2
H -7.21586 6.21855 0.52039 -0.2 0.7 -0.1
H -5.64141 6.47090 1.16368 0.2 -0.3 0.5
C -5.64789 -1.30401 -1.39679 0.0 -0.5 1.5
O -5.80046 -0.87936 -2.69665 0.4 1.0 -1.7
C -5.44353 0.37501 -2.95897 1.6 0.7 0.7
O -4.82727 1.15546 -2.22519 -1.2 -1.4 -0.8
O -5.75990 0.59530 -4.21401 -1.0 0.2 -0.5
C -5.29583 1.78597 -4.79231 2.4 0.8 -1.0
H -6.39273 -0.72122 -0.85490 0.0 -0.7 0.8
H -4.66472 -1.14407 -0.95418 0.1 0.4 -0.3
H -5.76854 -2.38654 -1.43750 -0.6 0.2 0.3
H -5.68736 2.03226 -5.77929 -1.3 -0.3 0.6
H -4.27177 1.61171 -5.12254 0.5 -0.3 0.3
H -5.18012 2.63812 -4.12257 -0.8 -0.2 0.1
C 1.72060 4.26129 5.18715 0.5 -0.6 1.5
O 0.71626 5.24396 5.42405 -0.7 1.3 -1.1
C 0.15607 5.85844 4.35878 -0.2 -1.7 -2.8
O 0.12857 5.34578 3.20644 0.1 1.8 3.1
O -0.39746 7.02359 4.72686 0.0 -0.3 -0.4
C -1.08192 7.85499 3.74742 0.0 0.3 -0.5
H 2.68918 4.70532 4.95737 -0.3 0.2 -0.5
H 1.48161 3.39632 4.56844 -0.4 0.6 -0.4
H 1.84451 3.86147 6.19357 0.1 -0.2 0.0
H -2.06935 7.51712 3.43293 0.1 -0.7 0.4
H -0.52504 8.03657 2.82818 0.5 -0.5 0.2
H -1.24495 8.84976 4.16210 0.3 -0.3 0.6
C 0.06673 -8.23826 0.18815 0.4 -0.4 0.2
O -0.53827 -9.45318 -0.26468 -0.8 -0.4 -0.9
C 0.06681 -10.12292 -1.26049 3.7 0.0 -1.0
O 1.28896 -10.05240 -1.50027 -3.0 0.0 0.4
O -0.80118 -10.88048 -1.91893 -1.1 -0.2 -0.5
C -0.55838 -11.71117 -3.10739 0.3 -0.5 0.6
H 1.09800 -8.44605 0.47346 -0.1 0.2 0.1
H -0.53651 -7.92282 1.03943 0.2 -0.1 -0.1
H 0.05094 -7.45764 -0.57243 -0.1 -0.2 -0.2
H -1.39978 -12.39387 -3.22602 -0.3 0.4 0.6
H 0.28881 -12.38655 -2.98803 0.3 0.5 0.2
H -0.50310 -11.20145 -4.06927 0.3 0.7 0.5
C 3.30364 4.72225 -3.81725 0.0 0.3 1.2
O 4.39412 3.88188 -3.30836 -0.6 -0.5 0.1
C 4.30250 3.31073 -2.07160 -0.1 0.7 -0.6
O 3.37718 3.43576 -1.30430 0.2 -0.2 -0.3
O 5.43705 2.62790 -1.83472 -0.5 -0.1 -0.2
C 5.51502 2.04084 -0.52683 0.0 0.0 0.9
H 2.43805 4.75286 -3.15550 0.3 -0.3 0.4
H 2.88114 4.43938 -4.78140 0.9 -0.5 -0.1
H 3.70454 5.73552 -3.84300 0.0 -0.1 -0.3
H 6.49810 1.61258 -0.33126 0.2 0.5 -0.6
H 4.84654 1.19958 -0.34374 -0.5 0.2 -0.5
H 5.31599 2.81095 0.21844 0.0 -0.1 0.0
C 8.09437 -3.26760 6.57906 -0.2 1.1 -0.8
O 7.54044 -3.91123 5.38644 3.9 -3.1 4.2
C 6.86015 -3.33577 4.52986 -4.4 4.8 -0.9
O 6.60252 -2.12532 4.50313 0.9 -1.2 -0.6
O 6.17187 -4.24373 3.86764 0.7 -1.3 -1.3
C 5.12789 -3.90848 2.98223 -0.9 0.5 0.2
H 8.86003 -2.56012 6.26075 0.0 -0.1 0.0
H 8.52462 -3.98033 7.28263 -0.2 -0.4 -0.7
H 7.32102 -2.69956 7.09613 -0.2 -0.1 -0.2
H 5.24351 -4.30777 1.97461 0.5 -0.3 0.2
H 4.95372 -2.83623 2.89246 0.3 0.0 0.2
H 4.26241 -4.36244 3.46488 -0.3 0.1 -0.4
```
Forces are in eV/Å.

The value obtained for the LUMO energy is -10.0 eV. For the molecular weight, the calculation gives 701.56 g mol⁻¹. The value obtained for the total energy is -73466.77897 eV. Its HOMO-LUMO gap is 0.0622 Eh. Its charge is +1.



HOMO-LUMO gap of number 1 (C21H42BCl4F4NO4S)? 0.3565 Eh



molecular weight of number 3 (C21H42BeNO24)? 701.56 g mol⁻¹



Which of these has the lowest HOMO-LUMO gap? C21H42BeNO24